1.
Entry from the Open Molecules 2025 dataset: a structure of composition C33H30N6O2S5Ta (ωB97M-V/def2-TZVPD).

Kohn-Sham gap = 0.239 Ha
charge = +1

```
77
Properties=species:S:1:pos:R:3:mulliken_charge:R:1
Ta 0.76850 -0.38381 0.19312 -0.808
C -4.19549 0.94878 -4.94224 -1.761
C -2.96007 0.78742 -4.09957 0.403
C -1.73223 1.23475 -4.51379 -1.177
C -0.57837 1.06326 -3.71690 0.736
C 0.65978 1.53820 -4.22339 -0.553
N 1.79791 1.49587 -3.60282 0.644
C 3.05692 2.05433 -4.10511 -0.692
C 3.05576 3.58203 -4.23005 -1.055
C 2.83023 4.34801 -2.92350 -0.545
N 1.41262 4.30777 -2.55277 -0.016
C 0.89758 3.88333 -1.42503 -0.313
C 1.53152 3.72426 -0.18499 -0.122
C 2.63724 4.47976 0.28008 -0.396
C 3.14962 4.30680 1.53762 0.487
C 4.31226 5.10976 2.05163 -1.767
C 2.53607 3.34784 2.36978 -0.366
C 1.49857 2.55117 1.94851 0.653
C 0.87687 1.56744 2.82214 -0.613
N 0.34625 0.49476 2.39333 0.161
C -0.40195 -0.35978 3.30458 -1.056
C -1.74700 -0.68924 2.67196 -0.668
C -1.61195 -1.56590 1.42963 -0.966
N -1.17057 -0.83486 0.22227 0.831
C -2.06850 -0.99391 -0.86803 -0.698
C -1.92145 -0.09003 -2.05410 -0.405
C -3.02126 0.13068 -2.85780 -0.632
C -0.66745 0.38892 -2.46880 0.714
O 0.43257 0.18230 -1.79079 1.141
C 0.97670 2.68566 0.62891 0.343
O 0.09850 1.88530 0.15906 -1.169
H -3.94865 1.35646 -5.92062 0.403
H -4.91602 1.61417 -4.46433 0.355
H -4.68611 -0.01334 -5.09404 0.383
H -1.63099 1.72224 -5.47785 0.432
H 0.65910 1.99950 -5.20908 0.425
H 1.79397 1.01317 -2.70297 -0.874
H 3.27769 1.60721 -5.07482 0.415
H 3.82994 1.74047 -3.40477 0.383
H 2.31716 3.90035 -4.97348 0.414
H 4.03041 3.86678 -4.62695 0.478
H 3.14551 5.38483 -3.04312 0.330
H 3.40654 3.89872 -2.11593 0.452
H 0.76898 4.45413 -3.31800 0.376
H -0.14883 3.59245 -1.46999 0.644
H 3.05255 5.25671 -0.35125 0.595
H 4.68441 5.79774 1.29475 0.378
H 5.13095 4.45027 2.34367 0.365
H 4.02578 5.69076 2.92958 0.373
H 2.92599 3.21240 3.37417 0.492
H 0.84339 1.79478 3.88954 0.483
H -0.53951 0.13431 4.26908 0.591
H 0.17282 -1.27727 3.47029 0.271
H -2.25526 0.24031 2.40587 0.255
H -2.35995 -1.21310 3.40687 0.471
H -2.57295 -2.03804 1.22406 0.703
H -0.91671 -2.39329 1.63865 0.323
H -3.10704 -0.96769 -0.53323 1.077
H -3.97841 -0.26768 -2.53419 0.498
S 5.06328 0.58726 1.57407 -0.174
C 3.64651 0.09459 0.94511 0.303
S 2.63193 -1.13141 1.67360 -0.388
S 2.95543 0.70555 -0.53174 -0.472
S 1.30508 -2.58781 -0.83166 -0.291
C 0.60377 -2.50235 -2.45314 0.352
C 1.48011 -2.15809 -3.48258 -0.684
C 1.00920 -1.86864 -4.75384 0.700
C 1.89342 -1.23597 -5.69172 -0.013
N 2.59602 -0.63178 -6.37166 -0.584
C -0.35014 -2.03163 -5.05364 0.262
C -1.21325 -2.44489 -4.05234 -0.852
C -0.76310 -2.63050 -2.74662 0.512
S -1.99422 -2.82429 -1.49533 -0.208
C -0.87374 -1.63975 -6.33008 0.032
N -1.31357 -1.26830 -7.32444 -0.523
H 2.53025 -2.02461 -3.25711 0.606
H -2.26841 -2.54738 -4.26609 0.600
```

=====

2.
Entry from the Open Molecules 2025 dataset: a structure of composition C20H12Cl2N3O9Ta (ωB97M-V/def2-TZVPD).

Kohn-Sham gap = 0.246 Ha
charge = +2

```
47
Properties=species:S:1:pos:R:3:mulliken_charge:R:1
Ta -0.17116 -0.42332 0.15572 2.149
O -2.50369 2.43287 0.74972 -0.367
C -2.53149 1.27004 0.68319 0.155
O -1.40139 0.46231 1.27656 -0.503
C -3.45079 0.24520 0.10866 0.624
C -4.72064 -0.06618 0.57192 -0.532
C -5.18973 -1.36007 0.37025 -0.363
C -4.39176 -2.39762 -0.07732 -0.521
C -3.13296 -2.03708 -0.53703 0.281
C -2.75458 -0.70845 -0.62356 0.235
O -1.56367 -0.38780 -1.18587 -0.691
N -2.01618 -2.97870 -0.52934 1.090
O -2.15997 -4.11410 -0.81311 -0.445
O -0.92439 -2.55082 -0.01635 -0.699
N -6.55759 -1.69164 0.84682 1.008
O -6.88739 -2.84943 0.76252 -0.572
O -7.21187 -0.77274 1.27453 -0.565
H -5.32283 0.63042 1.14097 0.597
H -4.72748 -3.42467 -0.01292 0.583
Cl 6.53085 -3.56281 0.41535 -0.136
C 5.00260 -2.81543 0.61890 0.039
C 4.61265 -2.37910 1.88099 -0.366
C 3.37402 -1.76899 2.08701 0.082
Cl 2.91129 -1.24388 3.64424 -0.140
C 2.52991 -1.61410 1.00515 0.473
O 1.31324 -1.03402 1.14540 -0.474
C 2.92136 -2.02919 -0.28688 0.817
C 2.12418 -1.76159 -1.43713 0.118
O 1.04017 -1.12294 -1.45426 -0.522
C 4.16864 -2.64302 -0.47268 -1.096
H 5.27644 -2.51616 2.72486 0.474
H 2.49220 -2.11586 -2.40277 0.416
H 4.48384 -2.96976 -1.45518 0.489
C 1.91495 5.47310 -1.09491 -1.431
C 1.50762 4.06433 -0.82829 1.125
C 1.19598 3.18173 -1.86525 -0.899
C 0.79247 1.90112 -1.57980 -0.155
N 0.69383 1.45162 -0.30742 -0.275
C 1.00160 2.29370 0.71144 -0.095
C 1.40047 3.58357 0.48222 -0.885
H 2.22104 5.61520 -2.12846 0.380
H 2.72732 5.77217 -0.43352 0.403
H 1.06904 6.13622 -0.89564 0.329
H 1.26034 3.49473 -2.89820 0.422
H 0.52812 1.20391 -2.36394 0.515
H 0.89780 1.90676 1.71700 0.465
H 1.62757 4.22043 1.32640 0.466
```

=====

3.
Entry from the Open Molecules 2025 dataset: a structure of composition C41H71Br17N2O5S2 (ωB97M-V/def2-TZVPD).

Kohn-Sham gap = 0.222 Ha

```
138
Properties=species:S:1:pos:R:3:mulliken_charge:R:1
C -1.18912 -4.66372 -4.16880 -0.728
C -2.81912 -4.86685 -4.48368 -0.448
C -3.72675 -3.78358 -3.65122 0.069
C -4.36899 -4.53124 -2.30049 -0.882
C -3.23828 -4.79974 -1.12395 -0.182
C -3.59508 -4.05958 0.31399 -0.687
C -2.51159 -2.83571 0.66800 0.404
C -3.18521 -1.86957 1.80860 -0.825
C -2.17207 -0.76826 2.47650 0.466
C -2.06071 0.82434 1.97778 0.528
C -2.95076 1.41384 0.72298 -0.551
Br -4.92997 1.38452 1.01182 -0.127
C -2.45220 0.61804 -0.64767 0.349
C -1.55588 1.59424 -1.66085 -0.629
C -0.97731 1.80594 2.77005 0.444
C -0.72062 3.40464 2.35111 -1.276
C 0.40723 3.49260 1.16249 0.483
C 1.87481 3.61656 1.91566 -0.666
S 2.85956 2.05712 1.57041 1.002
O 3.64038 2.30611 0.22129 -0.610
O 1.99587 0.76763 1.42738 -0.493
O 4.02366 1.70727 2.80205 -0.473
C -0.01834 1.27183 4.03176 0.088
N 1.01611 2.03259 4.83166 -0.442
S 1.71377 0.97957 6.06301 -0.103
N 0.78252 -0.47810 5.65153 -0.576
C -0.16957 -0.29516 4.49050 0.419
C -1.20134 -1.31322 3.72483 -0.248
C -1.22220 -2.89301 4.25864 -0.304
C 0.28122 -3.49304 4.55163 -0.311
C 0.54544 -5.00392 3.97427 -0.579
C 2.05156 -4.96566 3.24808 -0.479
O 2.99415 -4.54632 4.33290 -0.266
C 4.19907 -3.91590 3.76078 0.193
O 4.55655 -3.93758 2.46861 -0.479
H -0.80071 -5.72557 -3.79094 0.244
H -0.58259 -4.41377 -5.14141 0.238
H -1.13516 -3.83115 -3.34427 0.110
H -3.15915 -5.94641 -4.11350 0.300
H -2.97734 -4.84361 -5.65379 0.300
H -3.11064 -2.84513 -3.27184 -0.243
H -4.58176 -3.35130 -4.34424 0.286
H -4.80341 -5.56244 -2.71637 0.308
H -5.30502 -3.92549 -1.91707 0.338
H -3.24470 -5.97936 -0.94236 0.355
H -2.16381 -4.49505 -1.53585 0.098
H -3.74400 -4.80192 1.20825 0.267
H -4.64433 -3.51948 0.13840 0.211
H -1.53208 -3.39918 1.04000 -0.042
H -2.32453 -2.29595 -0.37600 -0.032
H -4.17310 -1.43419 1.35801 0.297
H -3.52444 -2.59192 2.69609 0.380
H -2.66011 2.55622 0.53358 0.227
H -1.68049 -0.21522 -0.27991 -0.082
H -3.37860 0.12232 -1.20415 0.375
H -1.90855 1.51392 -2.79209 -0.206
H -1.55872 2.71990 -1.34109 0.090
H -0.41236 1.25209 -1.65687 0.306
H -0.37539 3.93171 3.33721 0.600
H -1.76940 3.86552 2.06316 -0.176
H 0.24952 4.50440 0.56020 -0.082
H 0.35737 2.63253 0.36696 -0.104
H 2.45414 4.53292 1.42315 0.460
H 1.78731 3.87114 3.07235 0.367
H 4.88373 2.08162 2.43004 0.329
H -1.74605 -3.61325 3.48659 0.010
H -1.78798 -2.87686 5.30881 0.240
H 1.04371 -2.77025 3.98450 0.145
H 0.56315 -3.51831 5.71134 0.205
H 0.57980 -5.81001 4.84926 0.304
H -0.27141 -5.30656 3.19303 0.299
H 2.31976 -6.01892 2.81330 0.355
H 1.94969 -4.12854 2.40294 0.264
H 4.90588 -3.34264 4.52750 0.310
Br -4.45379 5.93026 0.73335 -0.144
C -5.57846 5.36102 2.22170 -0.434
C -5.03632 5.86228 3.53973 -0.561
Br -3.50036 4.80791 4.11835 -0.089
H -5.65202 4.27166 2.16809 0.174
H -6.56050 5.79755 2.01822 0.366
H -5.77900 5.74056 4.33329 0.339
H -4.71293 6.90626 3.50790 0.357
Br -1.64580 0.58902 -7.91072 -0.130
C -0.86376 0.27762 -6.15131 -0.186
C -1.41175 -0.98308 -5.52464 -0.637
Br -3.21102 -0.69993 -4.82599 -0.116
H -1.04956 1.17525 -5.55573 -0.048
H 0.21088 0.18243 -6.33144 0.291
H -0.81306 -1.27380 -4.65678 0.293
H -1.46829 -1.82501 -6.21994 0.496
Br 0.93476 0.46305 7.91810 0.333
C -0.18991 -0.10619 9.40645 -0.802
C 0.35224 0.39507 10.72448 -0.564
Br 1.88819 -0.65930 11.30310 -0.153
H -0.26347 -1.19555 9.35284 0.384
H -1.17194 0.33035 9.20297 0.344
H -0.39045 0.27335 11.51804 0.366
H 0.67562 1.43905 10.69265 0.347
Br 3.46021 -0.64424 -3.97658 -0.124
C 4.69620 0.06111 -2.64283 -0.318
C 5.63713 1.07457 -3.25104 -0.416
Br 7.03974 0.20213 -4.28894 -0.162
H 5.20890 -0.79564 -2.19772 0.397
H 4.06015 0.53105 -1.88721 0.048
H 6.16530 1.62786 -2.46936 0.364
H 5.13998 1.78328 -3.91891 0.188
Br 4.24197 3.74645 -9.35869 -0.153
C 5.02401 3.43504 -7.59928 -0.577
C 4.47602 2.17435 -6.97260 -0.063
Br 2.67675 2.45750 -6.27395 -0.082
H 4.83821 4.33268 -7.00369 0.341
H 6.09865 3.33986 -7.77940 0.381
H 5.07471 1.88363 -6.10474 -0.220
H 4.41948 1.33242 -7.66790 0.395
Br 1.28585 7.42920 -0.01772 -0.178
C 1.94321 7.20422 -1.84018 -0.528
C 0.80352 7.00841 -2.81235 -0.657
Br 0.08452 5.19827 -2.70224 -0.047
H 2.64922 6.36977 -1.82438 0.322
H 2.48456 8.12828 -2.06249 0.374
H 1.15406 7.11208 -3.84313 0.360
H -0.03182 7.69415 -2.64667 0.372
Br 8.20824 -8.20742 1.24476 -0.146
C 7.91829 -6.38840 0.60351 -0.530
C 6.44519 -6.09214 0.44666 -0.588
Br 5.72588 -6.92154 -1.16590 -0.132
H 8.48410 -6.28333 -0.32590 0.380
H 8.36137 -5.74409 1.36830 0.348
H 6.28001 -5.01947 0.31169 0.290
H 5.83900 -6.44592 1.28502 0.372
Br -6.19286 2.88543 -4.75293 -0.126
C -4.95687 3.59078 -3.41918 -0.334
C -4.01594 4.60424 -4.02739 -0.464
Br -2.61334 3.73181 -5.06528 -0.105
H -4.44418 2.73403 -2.97406 0.064
H -5.59292 4.06073 -2.66356 0.343
H -3.48777 5.15754 -3.24570 0.209
H -4.51310 5.31296 -4.69525 0.443
```

=====

no.,largest force on an atom (Eh/bohr)
1,0.029
2,0.014
3,0.231